1.
Below is a 2-piece molecular cluster, C3H9N2 overall, with properties calculated with wB97M-V/def2-TZVPD.

```
14
Properties=species:S:1:pos:R:3:forces:R:3
C 1.168894 0.044989 -0.803332 1.31 1.91 -2.77
C -0.566083 1.384864 0.450648 -0.07 0.63 -1.50
C -0.897662 -0.976912 0.092554 -2.22 -0.56 -2.29
N 1.392262 -0.258380 0.509260 3.28 -3.40 4.57
N 0.096305 0.074648 0.117534 -2.39 0.03 -1.19
H 1.525796 0.991691 -1.292174 -0.30 -0.55 1.17
H 1.241455 -0.712489 -1.493504 -0.50 -1.87 -1.58
H -0.128654 1.654305 1.392060 -0.80 0.21 0.94
H -0.223735 2.241135 -0.263655 -0.78 -1.88 0.92
H -1.670642 1.062709 0.304905 1.94 1.82 1.01
H -0.586999 -1.824533 -0.540284 0.14 0.35 0.47
H -1.159738 -1.291853 1.078232 0.02 -0.11 0.75
H -1.836867 -0.529359 -0.402503 1.43 -1.06 0.68
H 1.645668 -1.860810 0.850254 -1.07 4.49 -1.18
```
Forces are in eV/Å.

The calculation puts the frontier orbital gap at 0.359 Ha. The total energy comes out at -228.74066 Eh. Its total charge is +1. Its lowest unoccupied orbital energy is -0.20688 Eh. As for the highest occupied orbital energy: -15.40 eV.

natural (NBO) atomic charge list, values in e, 6 entries: -0.06, -0.41, -0.42, -0.33, -0.12, 0.24

2.
Below is an isolated ion of composition C3H9N2 and charge +1, with properties calculated with wB97M-V/def2-TZVPD.

```
14
Properties=species:S:1:pos:R:3:forces:R:3
N 1.077205 -0.594802 -0.827016 1.49 1.28 -0.21
C -0.047066 -1.210195 -0.077953 1.77 -1.20 -0.72
C -0.882670 -0.056134 0.387090 2.46 1.72 -0.68
C -0.322111 1.147460 1.033424 3.61 -2.34 0.13
N -0.533370 1.173071 -0.390636 0.55 -0.75 0.13
H 1.371971 -1.101736 -1.637655 -0.77 -0.14 -1.22
H 2.010201 -0.541250 -0.409158 -0.54 0.11 1.07
H 0.624513 0.505760 -0.909429 0.03 -0.66 -0.76
H 0.496618 -1.776864 0.701566 -1.30 -0.14 -0.05
H -0.551912 -1.853983 -0.862185 0.20 0.57 1.48
H -1.824603 -0.282639 0.608184 -3.95 -0.69 0.48
H -0.861708 1.772647 1.606638 -2.37 1.74 1.80
H 0.706114 1.049463 1.519394 -0.93 0.38 -1.43
H -1.263181 1.769202 -0.742265 -0.25 0.12 0.00
```
Forces are in eV/Å.

The calculation puts the frontier orbital gap at 0.445 Ha. The total energy comes out at -228.90257 Eh. Its total charge is +1. Its lowest unoccupied orbital energy is -0.11710 Eh. The SMILES is [NH3+]C[C@H]1CN1. As for the highest occupied orbital energy: -15.29 eV.

natural (NBO) atomic charge list, values in e, 6 entries: -0.75, -0.24, -0.09, -0.22, -0.60, 0.43

3.
Below is an isolated ion of composition C3H9N2 and charge +1, with properties calculated with wB97M-V/def2-TZVPD.

```
14
Properties=species:S:1:pos:R:3:forces:R:3
C 0.332345 -1.840646 1.394083 -1.25 -0.03 -0.83
C -0.455488 -1.425597 0.412830 1.14 0.13 -1.34
N -0.019533 -0.327630 -0.516485 -0.45 0.04 -0.22
C 0.142616 1.138060 0.001875 0.76 -0.46 -1.06
N -0.403812 1.977701 -1.002853 0.26 -0.49 -0.18
H -0.049595 -2.747149 1.844659 0.52 0.05 0.53
H 1.260990 -1.359123 1.658744 -0.04 -0.04 0.33
H -1.210068 -1.989332 -0.115125 -0.51 -0.12 0.80
H 0.818626 -0.655272 -0.989010 0.56 0.16 0.28
H -0.642148 -0.214053 -1.328515 -0.50 -0.09 0.56
H -0.367441 1.198603 0.954945 0.06 0.03 0.05
H 1.226883 1.219946 0.053256 -0.01 0.22 0.67
H 0.257525 2.255053 -1.719654 -0.08 0.11 0.23
H -0.890899 2.769440 -0.648750 -0.46 0.49 0.18
```
Forces are in eV/Å.

The calculation puts the frontier orbital gap at 0.413 Ha. The total energy comes out at -228.92290 Eh. Its total charge is +1. Its lowest unoccupied orbital energy is -0.13151 Eh. The SMILES is C=C[NH2+]CN. As for the highest occupied orbital energy: -14.82 eV.

natural (NBO) atomic charge list, values in e, 6 entries: -0.33, -0.07, -0.56, -0.04, -0.85, 0.25

4.
Below is an isolated ion of composition C3H9N2 and charge +1, with properties calculated with wB97M-V/def2-TZVPD.

```
14
Properties=species:S:1:pos:R:3:forces:R:3
C -1.481943 -0.283907 0.811147 -0.57 0.18 -0.40
C -0.974483 0.064269 -0.595556 0.69 -0.24 0.32
N 0.325453 -0.554292 -0.858569 -0.10 1.04 -0.69
C 1.422636 0.018820 -0.200853 -0.70 -0.98 -0.89
N 1.198943 0.959419 0.685399 0.09 0.66 1.09
H -2.227889 -1.075523 0.811369 0.04 -0.08 -0.28
H -1.927385 0.583634 1.288835 0.04 0.05 0.01
H -0.668801 -0.629181 1.409880 0.49 -0.19 0.62
H -0.744362 1.149674 -0.611506 -0.37 -0.01 -0.19
H -1.605021 -0.243359 -1.421070 -0.36 0.23 0.13
H 0.492867 -0.608983 -1.861934 0.10 -0.78 0.12
H 1.918294 -0.886008 0.294617 0.41 0.38 0.10
H 2.052134 1.231376 1.186265 -0.02 -0.11 -0.04
H 2.219561 0.274067 -0.938025 0.25 -0.17 0.09
```
Forces are in eV/Å.

The calculation puts the frontier orbital gap at 0.261 Ha. The total energy comes out at -228.79804 Eh. Its total charge is +1. Its lowest unoccupied orbital energy is -0.30275 Eh. As for the highest occupied orbital energy: -15.34 eV.

natural (NBO) atomic charge list, values in e, 6 entries: -0.62, -0.24, -0.41, -0.23, -0.27, 0.25

5.
Below is an isolated ion of composition C3H9N2 and charge +1, with properties calculated with wB97M-V/def2-TZVPD.

```
14
Properties=species:S:1:pos:R:3:forces:R:3
C 0.272755 -1.771387 -0.434888 0.28 -1.08 0.64
C 0.221721 -0.291679 -0.041340 -3.24 -1.97 1.52
N 1.254696 0.351844 0.646368 2.19 0.38 -0.23
C -0.959130 0.356491 -0.166155 0.53 -1.32 -0.45
N -0.909728 1.804865 0.171474 0.09 -0.93 -4.19
H 0.423098 -1.714073 -1.514316 0.21 -0.75 -0.02
H 1.091370 -2.388339 0.083709 -0.84 1.34 -0.91
H -0.651426 -2.416441 -0.224526 0.93 1.50 -0.35
H 2.122207 0.083869 0.166919 -0.05 0.77 -0.22
H 1.533301 0.032440 1.588242 -1.22 -0.13 -0.26
H -1.871089 -0.142637 -0.549714 0.67 0.87 0.21
H -0.764067 2.258739 -0.804450 -0.23 -0.36 2.09
H -1.821475 2.149847 0.486236 0.84 0.18 1.08
H 0.057772 1.686459 0.592442 -0.15 1.50 1.09
```
Forces are in eV/Å.

The calculation puts the frontier orbital gap at 0.400 Ha. The total energy comes out at -228.91476 Eh. Its total charge is +1. Its lowest unoccupied orbital energy is -0.12914 Eh. The SMILES is C/C(N)=C/[NH3+]. As for the highest occupied orbital energy: -14.40 eV.

natural (NBO) atomic charge list, values in e, 6 entries: -0.69, 0.20, -0.89, -0.12, -0.75, 0.25

6.
Below is an isolated ion of composition C3H9N2O and charge -2, with properties calculated with wB97M-V/def2-TZVPD.

```
15
Properties=species:S:1:pos:R:3:forces:R:3
C -0.038840 0.817232 -0.543094 -2.08 1.84 1.23
N 1.141107 0.535948 0.236507 0.47 -1.44 -1.13
C 1.712381 -0.847832 -0.342543 -0.33 -0.55 2.34
O 1.596716 -1.047040 -1.610443 0.32 0.08 -0.69
C -1.253786 0.011391 -0.012482 0.56 -1.44 -0.26
N -1.916159 0.268936 1.284396 2.34 0.73 0.56
H -0.075963 0.670495 -1.642591 0.76 -0.50 0.44
H -0.194753 1.934253 -0.436361 -0.36 -0.83 0.07
H 1.802624 1.287486 0.052993 0.27 -0.35 -0.21
H 1.124699 -1.668271 0.333067 0.89 1.42 -0.82
H 2.768749 -0.821007 0.105428 -0.31 -0.08 -0.24
H -0.980685 -1.089530 -0.161347 -0.05 1.25 0.45
H -2.024583 0.120186 -0.714840 -1.18 0.28 -1.33
H -1.111853 0.363133 1.987958 -1.82 -0.74 -0.77
H -2.549654 -0.535381 1.463351 0.51 0.33 0.35
```
Forces are in eV/Å.

The calculation puts the frontier orbital gap (alpha / beta) at 0.098 / 0.257 Ha. The spin multiplicity is 2. The total energy comes out at -304.23893 Eh. Its total charge is -2. Its lowest unoccupied orbital energy (alpha / beta) is 0.26945 / 0.26565 Eh. As for the highest occupied orbital energy (alpha / beta): 4.67 / 0.25 eV.

natural (NBO) atomic charge list, values in e, 6 entries: -0.24, -0.72, 0.15, -0.93, -0.62, -1.16

7.
Below is a 2-piece molecular cluster, C3H9N2O overall, with properties calculated with wB97M-V/def2-TZVPD.

```
15
Properties=species:S:1:pos:R:3:forces:R:3
C 2.139800 0.920199 -0.178278 -2.53 3.34 1.26
C -3.266506 -0.190353 0.349980 -0.43 2.58 -0.38
C 1.863067 -1.465623 -0.147880 -0.54 -2.97 -0.90
N -2.010988 -0.127496 -0.330897 0.28 -0.49 -0.06
N 1.514901 -0.154605 -0.294487 1.00 0.40 -0.28
O 1.449427 2.057512 -0.084699 -0.17 0.31 -0.72
H 3.126229 1.055027 0.160818 1.92 -0.78 -0.31
H -3.821462 -1.102420 0.460376 0.44 -0.77 -0.20
H -3.084584 0.261221 1.358824 -0.43 -0.17 -0.44
H -3.903915 0.563432 -0.233561 0.18 -0.89 1.08
H 0.975177 -2.098904 -0.512998 1.26 0.55 0.61
H 2.248682 -1.760229 0.807904 -0.82 0.13 1.20
H 2.738729 -1.773070 -0.744083 -0.44 0.45 -0.94
H -1.882316 0.880747 -0.470916 0.25 -0.22 -0.02
H 1.913764 2.934557 -0.140106 0.03 -1.45 0.10
```
Forces are in eV/Å.

The calculation puts the frontier orbital gap (alpha / beta) at 0.344 / 0.157 Ha. The total energy comes out at -303.99092 Eh. Its total charge is +1. Its lowest unoccupied orbital energy (alpha / beta) is -0.15502 / -0.31550 Eh. As for the highest occupied orbital energy (alpha / beta): -13.57 / -12.87 eV.

natural (NBO) atomic charge list, values in e, 6 entries: 0.45, -0.49, -0.51, -0.38, -0.03, -0.62

8.
Below is a 2-piece molecular cluster, C3H9N2O overall, with properties calculated with wB97M-V/def2-TZVPD.

```
15
Properties=species:S:1:pos:R:3:forces:R:3
O -0.474062 2.288874 0.954265 -1.76 -1.30 0.48
C -1.257310 1.452046 1.388521 2.08 0.84 0.81
C -1.455575 0.137570 0.637774 -1.17 0.96 -0.49
N -0.853322 0.272711 -0.726588 -1.09 0.13 -0.52
H -1.724146 1.550243 2.422680 0.22 -0.06 -1.21
H -0.987023 -0.727211 1.094676 -0.12 0.06 0.46
H -2.556869 -0.008726 0.541299 0.81 -0.22 0.08
H -1.562008 -0.079405 -1.397600 0.93 0.01 0.18
H -0.673945 1.263813 -0.986478 0.13 -0.48 0.58
H 0.033835 -0.307171 -0.756748 0.02 -0.16 -0.56
C 2.553839 -0.868306 -0.743668 -0.55 0.12 -0.79
N 1.408405 -1.430459 -0.722653 0.32 0.40 0.74
H 2.705082 0.056971 -1.349007 -0.06 -0.71 0.66
H 3.382057 -1.331550 -0.229338 0.48 0.20 -0.01
H 1.461038 -2.269393 -0.127128 -0.22 0.23 -0.41
```
Forces are in eV/Å.

The calculation puts the frontier orbital gap at 0.421 Ha. The total energy comes out at -304.17374 Eh. Its total charge is +1. Its lowest unoccupied orbital energy is -0.12806 Eh. As for the highest occupied orbital energy: -14.94 eV.

natural (NBO) atomic charge list, values in e, 6 entries: -0.49, 0.41, -0.34, -0.72, 0.18, 0.26